[1]
Molecular formula: C9H14NO
Method: DFT, the ωB97M-V functional and the def2-TZVPD basis

Geometry as XYZ:
```
25
Properties=species:S:1:pos:R:3:mulliken_charge:R:1
C -0.007 0.128 -2.479 -0.815
C -0.412 0.853 -1.473 0.367
C -1.953 0.763 -1.202 -1.293
C 0.545 1.445 -0.476 -0.581
C 0.545 0.872 0.990 0.716
C -0.116 1.494 2.102 -0.422
C -0.196 0.605 3.121 -0.596
O 0.293 -0.629 2.662 -0.380
C 0.725 -0.489 1.390 0.276
C 1.184 -1.776 0.773 -0.798
N 0.570 -1.956 -0.488 -0.122
H 1.059 -0.167 -2.542 0.354
H -0.591 -0.198 -3.340 0.279
H -2.074 -0.184 -0.675 0.257
H -2.358 0.688 -2.196 0.441
H -2.379 1.553 -0.711 0.411
H 0.346 2.570 -0.334 0.369
H 1.609 1.306 -0.842 0.264
H -0.442 2.573 2.238 0.315
H -0.618 0.773 4.065 0.512
H 2.217 -1.624 0.704 0.301
H 0.935 -2.730 1.338 0.363
H 1.135 -2.260 -1.360 0.430
H 0.158 -0.952 -0.786 -0.035
H -0.176 -2.660 -0.478 0.390
```

Computed properties:
Total charge ... +1
HOMO-LUMO gap ... 8.9 eV
Structure (SMILES) ... C=C(C)Cc1ccoc1C[NH3+]
HOMO level ... -12.38 eV

=====

[2]
Molecular formula: C4H5NO
Method: DFT, the ωB97M-V functional and the def2-TZVPD basis

Geometry as XYZ:
```
11
Properties=species:S:1:pos:R:3:mulliken_charge:R:1
C -0.650 0.415 -2.189 -0.270
C -0.847 0.407 -1.000 -0.361
C 0.081 0.851 0.069 -0.184
C 0.637 -0.275 0.909 0.435
N -0.260 -1.233 1.258 -0.341
O 1.805 -0.280 1.248 -0.612
H -0.206 0.521 -3.143 0.357
H -0.366 1.633 0.678 0.265
H 0.948 1.276 -0.444 0.244
H 0.079 -2.017 1.789 0.239
H -1.164 -1.286 0.816 0.228
```

Computed properties:
HOMO-LUMO gap ... 10.2 eV
Structure (SMILES) ... C#CCC(N)=O
HOMO level ... -9.81 eV

=====

Result set for calculated total energy: -13088.2970 -7764.1133 eV, one per record in the order listed.
Result set for relative energy (zero: lowest compared OMol25 entry of this formula, charge and spin): 55.6 55.6 kcal/mol, one per record in the order listed.